[1]
Molecular formula: C8H17N2
Method: DFT, ωB97M-V/def2-TZVPD

Geometry as XYZ:
```
27
Properties=species:S:1:pos:R:3:mulliken_charge:R:1
C 2.560 -1.683 0.444 -1.186
C 1.765 -0.917 -0.612 -0.227
C 0.427 -0.519 -0.165 0.214
N -0.683 -1.469 -0.018 -0.493
C -1.886 -0.700 0.255 0.512
C -2.980 -1.044 -0.832 -1.453
C -1.507 0.770 0.239 -1.064
N -0.002 0.904 0.082 0.590
C 0.667 1.389 1.292 -1.146
C 0.448 1.872 -0.947 -0.781
H 3.556 -2.179 0.015 0.332
H 2.123 -2.548 0.857 0.390
H 2.963 -0.979 1.245 0.298
H 1.475 -1.656 -1.465 0.300
H 2.333 -0.041 -1.044 0.149
H -2.416 -1.206 1.054 0.477
H -2.671 -0.447 -1.693 0.356
H -3.917 -0.770 -0.434 0.401
H -2.883 -2.103 -1.068 0.388
H -2.059 1.261 -0.503 0.456
H -1.748 1.300 1.329 0.232
H 1.782 1.596 1.246 0.348
H 0.353 2.357 1.816 0.357
H 0.477 0.685 2.077 0.542
H 0.383 2.833 -0.356 0.376
H 1.564 1.576 -0.929 0.296
H -0.125 1.719 -1.887 0.338
```

Summary:
* highest occupied orbital energy: -13.58 eV
* strongest force on any atom: 0.16449 Eh/bohr
* net charge: +1
* LUMO energy: -3.7427 eV
* 2S+1: 1
* electronic energy: -11541.9359 eV



[2]
Molecular formula: C8H17N2
Method: DFT, ωB97M-V/def2-TZVPD

Geometry as XYZ:
```
27
Properties=species:S:1:pos:R:3:mulliken_charge:R:1
C 0.718 0.908 1.363 -0.961
C -0.540 1.288 1.243 -0.652
C 1.244 0.215 0.158 2.202
C -0.108 -0.074 -0.581 -0.876
C 1.884 -1.152 0.610 -1.823
C 2.091 0.962 -0.845 -1.571
C -1.222 -2.071 0.643 -1.119
C -2.520 0.693 -0.092 -0.735
N -0.366 -0.326 -1.905 -0.385
N -1.058 0.947 -0.046 0.062
H 1.485 1.018 2.040 0.675
H -1.094 1.889 1.855 0.606
H 1.469 -1.597 1.524 0.392
H 2.920 -0.998 0.833 0.541
H 1.833 -1.844 -0.199 0.389
H 2.451 0.401 -1.599 0.393
H 2.929 1.419 -0.212 0.379
H 1.486 1.736 -1.218 0.426
H -0.325 -2.599 1.041 0.417
H -1.697 -2.457 -0.314 0.282
H -1.807 -1.518 1.323 0.500
H -2.613 -0.164 0.725 0.197
H -2.943 1.595 0.234 0.409
H -2.893 0.327 -1.103 0.275
H -0.710 0.396 -2.479 0.211
H 0.354 -0.852 -2.426 0.291
H -0.967 1.858 -0.572 0.476
```

Summary:
* highest occupied orbital energy (alpha / beta): -10.44 / -14.37 eV
* strongest force on any atom: 0.10941 Eh/bohr
* net charge: +1
* LUMO energy (alpha / beta): -2.9912 / -4.5976 eV
* 2S+1: 3
* electronic energy: -11539.3935 eV



[3]
Molecular formula: C8H17N2O2
Method: DFT, ωB97M-V/def2-TZVPD

Geometry as XYZ:
```
29
Properties=species:S:1:pos:R:3:mulliken_charge:R:1
C -0.939 2.434 0.515 -0.590
C -1.895 1.770 -0.447 -0.233
C 3.082 0.420 -1.200 -0.440
C 1.877 -0.300 -1.728 -0.539
C -2.718 -1.698 0.194 -1.512
C -1.166 -1.479 0.171 -0.092
C -0.643 -0.247 0.842 -0.673
C 1.649 -0.416 0.721 0.684
N -0.682 1.066 0.072 0.600
N 1.836 0.355 -0.462 -0.252
O 1.782 -1.770 0.675 -0.485
O 1.997 -0.086 1.990 -0.583
H -0.496 3.276 0.181 0.341
H -1.256 2.441 1.544 0.252
H -2.873 1.277 -0.104 0.215
H -1.849 1.960 -1.569 0.227
H 3.890 -0.156 -0.929 0.352
H 3.178 1.477 -1.563 0.255
H 1.287 0.289 -2.522 0.218
H 1.674 -1.330 -1.801 0.307
H -3.004 -1.694 1.204 0.375
H -3.267 -0.955 -0.361 0.357
H -2.918 -2.593 -0.275 0.468
H -0.670 -1.536 -0.865 0.156
H -0.918 -2.388 0.774 0.269
H -1.015 -0.017 1.797 0.429
H 0.085 1.013 -0.622 0.169
H 2.002 -2.009 1.571 0.357
H 1.970 0.894 2.195 0.369
```

Summary:
* highest occupied orbital energy: -11.66 eV
* strongest force on any atom: 0.09145 Eh/bohr
* net charge: +1
* LUMO energy: -2.5886 eV
* 2S+1: 1
* electronic energy: -15635.0853 eV



[4]
Molecular formula: C8H17N2O4
Method: DFT, ωB97M-V/def2-TZVPD

Geometry as XYZ:
```
31
Properties=species:S:1:pos:R:3:mulliken_charge:R:1
C 0.058 -2.247 -1.073 -0.771
C 2.750 0.109 -0.116 -0.429
C 2.329 -0.703 1.246 -0.425
C 0.671 -1.040 -0.302 0.802
C -1.029 -0.296 2.358 -1.182
C -2.465 0.883 -1.483 -1.138
C -0.692 0.672 1.191 0.052
C -0.964 0.673 -1.471 0.079
N 1.824 -0.555 -1.046 -0.263
N -0.593 -0.088 -0.144 -0.484
O -1.072 -2.585 -1.009 -0.260
O 1.211 -1.383 0.884 -0.358
O 0.475 1.383 1.360 -0.523
O -0.242 1.838 -1.535 -0.468
H 0.772 -2.782 -1.693 0.508
H 2.539 1.143 0.036 0.220
H 3.768 -0.119 -0.429 0.349
H 3.006 -1.492 1.767 0.361
H 2.030 0.155 1.881 0.222
H -2.027 -0.045 2.858 0.339
H -0.260 -0.335 3.118 0.339
H -1.154 -1.369 1.936 0.271
H -2.736 1.870 -2.016 0.419
H -2.965 0.823 -0.416 0.290
H -3.026 0.091 -2.111 0.320
H -1.589 1.226 0.941 0.713
H -0.539 -0.013 -2.224 0.456
H 1.742 -0.029 -1.913 0.283
H -1.331 -0.737 -0.196 0.567
H 0.335 2.353 1.082 0.343
H -0.825 2.601 -1.481 0.366
```

Summary:
* highest occupied orbital energy (alpha / beta): -10.45 / -13.36 eV
* strongest force on any atom: 0.14441 Eh/bohr
* net charge: +1
* LUMO energy (alpha / beta): -2.8918 / -6.8028 eV
* 2S+1: 3
* electronic energy: -19729.1219 eV



[5]
Molecular formula: C8H17N3O3
Method: DFT, ωB97M-V/def2-TZVPD

Geometry as XYZ:
```
31
Properties=species:S:1:pos:R:3:mulliken_charge:R:1
N 3.487 1.083 1.199 -0.604
C 2.402 0.140 1.312 -0.947
C 1.038 0.693 1.482 -0.158
C 0.457 1.484 0.287 -0.873
C 0.626 0.826 -1.138 -1.113
C -0.381 -0.286 -1.220 0.283
N -0.156 -1.486 -0.445 0.099
C -1.055 -2.059 0.432 0.537
O -0.831 -2.953 1.189 -0.627
C -2.438 -1.342 0.404 -0.801
N -2.408 -0.047 1.010 -0.433
C -0.819 -0.592 -2.593 0.155
O -0.799 -1.594 -3.241 -0.555
O -1.288 0.597 -3.107 -0.475
H 3.599 1.711 1.961 0.263
H 3.398 1.655 0.339 0.251
H 2.534 -0.429 2.212 0.435
H 2.476 -0.623 0.542 0.302
H 1.070 1.430 2.304 0.347
H 0.300 -0.098 1.668 0.103
H 0.895 2.498 0.266 0.458
H -0.569 1.793 0.510 0.400
H 1.663 0.428 -1.291 0.338
H 0.431 1.548 -1.889 0.592
H -1.285 0.074 -0.701 0.291
H 0.641 -2.071 -0.657 0.252
H -3.191 -2.010 0.903 0.357
H -2.654 -1.251 -0.681 0.361
H -2.123 -0.062 1.998 0.230
H -3.281 0.488 0.895 0.181
H -1.737 0.455 -3.953 0.351
```

Summary:
* highest occupied orbital energy: -9.24 eV
* strongest force on any atom: 0.05640 Eh/bohr
* LUMO energy: 0.5593 eV
* 2S+1: 1
* electronic energy: -19184.5313 eV



[6]
Molecular formula: C8H17N4
Method: DFT, ωB97M-V/def2-TZVPD

Geometry as XYZ:
```
29
Properties=species:S:1:pos:R:3:mulliken_charge:R:1
H -1.473 -0.906 2.558 0.195
N -1.308 -0.669 1.554 -0.436
C -2.066 -1.386 0.783 0.420
N -2.948 -2.343 1.115 -0.332
N -2.151 -1.119 -0.623 -0.407
C -1.698 -0.158 -1.242 -0.247
C -1.086 1.239 -0.739 -0.908
C 0.072 1.038 0.147 -0.078
N 0.086 1.708 1.295 -0.207
C 1.320 0.326 -0.338 2.265
C 1.101 -0.623 -1.544 -1.765
C 1.927 -0.422 0.903 -1.888
C 2.345 1.437 -0.755 -1.298
H -3.382 -2.731 0.221 0.275
H -3.117 -2.736 1.959 0.153
H -1.989 -0.083 -2.301 0.449
H -0.992 1.783 -1.655 0.324
H -1.963 1.786 -0.287 0.415
H -0.623 2.320 1.409 0.263
H 0.750 1.638 2.105 0.226
H 0.578 -1.635 -1.381 0.326
H 2.071 -1.120 -1.567 0.577
H 0.772 -0.229 -2.570 0.291
H 2.797 -1.013 0.616 0.461
H 1.973 0.174 1.768 0.512
H 1.281 -1.306 1.055 0.399
H 2.864 1.017 -1.658 0.364
H 3.087 1.571 0.054 0.340
H 1.770 2.443 -0.884 0.312
```

Summary:
* highest occupied orbital energy: -12.83 eV
* strongest force on any atom: 0.11666 Eh/bohr
* net charge: +1
* LUMO energy: -3.8219 eV
* 2S+1: 1
* electronic energy: -14523.9008 eV



[7]
Molecular formula: C8H17NO3Si
Method: DFT, ωB97M-V/def2-TZVPD

Geometry as XYZ:
```
30
Properties=species:S:1:pos:R:3:mulliken_charge:R:1
C 0.259 2.659 -0.553 0.140
C -0.387 -0.324 -2.942 -1.080
C -1.970 0.682 -1.096 -0.821
C 1.228 1.612 3.091 -0.598
C 3.384 -1.302 0.076 -0.631
C -1.204 -2.121 1.388 -0.541
C 0.243 1.540 -1.379 -0.654
C -0.829 0.919 -2.208 0.761
N 0.382 3.648 0.051 -0.633
O 1.698 0.589 2.272 -0.151
O 2.109 -1.561 0.583 -0.317
O -0.226 -1.193 1.915 -0.252
Si 1.092 -0.497 1.261 0.532
H 0.324 -0.085 -3.862 0.314
H 0.129 -0.981 -2.186 0.137
H -1.380 -0.835 -3.403 0.311
H -1.484 0.078 -0.204 -0.223
H -2.934 0.266 -1.431 0.431
H -2.131 1.637 -0.548 0.340
H 0.376 1.342 3.791 0.245
H 1.003 2.583 2.500 0.260
H 2.013 1.710 3.902 0.244
H 3.712 -0.250 0.369 0.279
H 3.389 -1.356 -1.012 0.255
H 4.144 -1.986 0.542 0.241
H -1.955 -1.752 0.669 0.258
H -1.729 -2.498 2.252 0.245
H -0.546 -2.860 0.868 0.245
H 1.226 1.506 -1.764 0.433
H -1.269 1.679 -3.022 0.231
```

Summary:
* highest occupied orbital energy (alpha / beta): -7.95 / -6.90 eV
* strongest force on any atom: 0.06286 Eh/bohr
* LUMO energy (alpha / beta): -0.1097 / -0.6772 eV
* 2S+1: 1
* electronic energy: -24079.8183 eV



[8]
Molecular formula: C8H17NO7S
Method: DFT, ωB97M-V/def2-TZVPD

Geometry as XYZ:
```
34
Properties=species:S:1:pos:R:3:mulliken_charge:R:1
C 5.990 -1.436 0.623 -0.928
C 4.443 -0.882 0.307 -0.246
O 4.404 0.581 0.221 -0.309
C 3.703 1.074 -0.968 -0.433
C 2.304 1.921 -0.617 -0.394
O 1.263 1.089 0.005 -0.022
N 0.255 1.848 0.510 -0.357
C -0.896 0.947 1.003 0.410
O -0.609 0.146 2.052 -0.492
O -2.183 0.972 0.291 -0.245
C -3.324 1.160 1.201 -0.398
C -4.469 -0.043 1.038 -0.562
C -4.677 -0.517 -0.537 -0.718
S -3.848 -2.203 -0.865 1.006
O -2.620 -2.356 0.084 -0.529
O -4.877 -3.377 -0.667 -0.558
O -3.282 -2.145 -2.500 -0.462
H 6.028 -2.617 0.673 0.303
H 6.441 -0.988 1.609 0.255
H 6.681 -1.109 -0.265 0.253
H 3.804 -1.191 1.260 0.239
H 4.097 -1.459 -0.647 0.277
H 4.420 1.890 -1.462 0.263
H 3.498 0.283 -1.804 0.333
H 1.863 2.330 -1.648 0.262
H 2.568 2.857 0.052 0.308
H -0.129 2.454 -0.252 0.285
H -3.887 2.176 0.929 0.277
H -3.027 1.267 2.340 0.351
H -5.507 0.379 1.411 0.328
H -4.236 -0.989 1.688 0.324
H -5.835 -0.701 -0.755 0.375
H -4.338 0.303 -1.304 0.422
H -4.017 -1.664 -3.007 0.381
```

Summary:
* highest occupied orbital energy: -9.33 eV
* strongest force on any atom: 0.17697 Eh/bohr
* LUMO energy: -0.0178 eV
* 2S+1: 1
* electronic energy: -35220.0284 eV



Relative energy (zero: lowest compared OMol25 entry of this formula, charge and spin) values (in kJ/mol) by entry order: 410.9, 171.8, 510.0, 0.0, 46.2, 120.1, 233.4, 371.9.